Record 1
81
Properties=species:S:1:pos:R:3:forces:R:3 method="wB97M-V/def2-TZVPD" lumo_energy_ha=0.003 e_above_lowest_kj_mol=67.6
O -2.624909 -6.164307 10.566602 0.1 0.1 -0.1
H -3.076471 -6.022164 9.718835 -0.3 0.0 -0.2
H -2.169673 -7.005447 10.463760 0.0 0.0 0.0
O -0.776452 -4.009939 9.626795 0.1 0.0 0.0
H -0.965604 -3.110480 9.947277 0.0 0.0 -0.1
H -1.505635 -4.535743 9.977941 0.0 -0.2 0.3
O -0.145796 -6.514404 7.956988 -0.2 -0.2 0.1
H -0.721339 -5.864782 8.380208 0.1 0.1 0.0
H 0.479994 -6.757546 8.646270 0.1 0.1 0.0
O -3.322549 -0.518944 8.065747 -0.1 0.0 0.1
H -3.274146 0.439066 7.975805 0.1 0.0 0.0
H -4.116072 -0.679182 8.593342 -0.1 0.0 0.1
O -7.643611 -6.040118 8.744547 0.1 -0.2 0.0
H -7.202851 -6.050288 7.881595 -0.3 0.3 0.0
H -6.941240 -5.750438 9.334018 -0.1 0.0 0.2
O -6.051652 -5.863487 6.455687 -0.2 -0.6 0.0
H -6.303450 -5.744465 5.534552 0.0 0.1 0.0
H -5.913438 -6.827948 6.560218 0.3 0.2 -0.3
O 0.946862 -3.811271 7.296525 0.0 0.1 -0.1
H 0.772272 -4.614828 6.796324 0.1 -0.1 0.1
H 0.420339 -3.931281 8.101262 0.0 0.1 0.0
O -5.226472 -8.440596 6.947636 -0.3 -0.1 0.3
H -5.704724 -8.666619 7.754168 0.0 -0.1 0.0
H -4.533805 -9.102685 6.867067 0.1 0.1 -0.1
O -1.890117 -1.581255 10.358524 0.4 0.1 0.1
H -2.409035 -1.203351 9.630983 0.1 0.0 0.0
H -2.280242 -1.246597 11.170380 0.0 -0.2 -0.1
C -2.782379 -3.928875 6.402029 0.6 0.1 0.3
C -3.566187 -3.925932 7.688678 -1.2 0.2 -0.2
O -3.916681 -5.245421 8.152488 0.5 0.4 0.3
H -2.729088 -2.907586 6.018527 0.1 0.0 0.0
H -3.204336 -4.566851 5.626455 -0.2 -0.1 0.1
H -1.769761 -4.271489 6.629958 0.0 0.1 -0.3
H -4.516458 -3.386630 7.544408 0.3 -0.1 -0.2
H -3.052538 -3.376899 8.476388 0.2 -0.3 0.1
H -4.686169 -5.483461 7.619692 0.1 -0.2 -0.1
C -6.100688 -2.870889 9.740163 0.4 -0.1 -0.8
C -5.703402 -2.195814 11.021976 0.0 0.3 0.5
O -4.664981 -1.235643 10.719390 -0.3 0.0 0.0
H -7.085488 -2.577005 9.386129 -0.1 0.0 0.0
H -6.027696 -3.954778 9.729134 -0.1 0.0 0.4
H -5.367022 -2.574835 8.981122 -0.3 0.0 0.3
H -5.330747 -2.900825 11.769665 0.0 0.0 -0.1
H -6.560194 -1.660540 11.441922 0.1 -0.1 0.1
H -4.581037 -0.635953 11.466482 -0.1 0.0 0.0
C -2.263905 0.658269 4.837036 -1.1 0.1 -0.1
C -1.309126 0.020151 3.864087 -0.5 -1.1 0.4
O -1.979694 -1.135920 3.317286 -0.1 0.3 -0.1
H -1.779082 1.440110 5.419333 -0.1 0.1 0.0
H -2.741597 -0.059673 5.509309 0.6 -0.3 0.1
H -3.144880 1.046232 4.310255 0.3 0.4 -0.1
H -0.449716 -0.352384 4.429777 0.3 0.3 -0.3
H -1.047867 0.718050 3.070881 0.3 0.0 0.0
H -1.585518 -1.373063 2.474138 0.1 0.0 0.0
C -4.055469 -4.088760 2.521978 -1.1 0.0 -0.2
C -3.811517 -5.593575 2.501610 0.3 0.5 0.6
O -3.809851 -6.129593 1.193383 0.0 -0.1 0.1
H -3.850404 -3.631013 3.489583 0.2 -0.1 0.0
H -5.121494 -3.903972 2.319918 0.1 0.0 0.0
H -3.527668 -3.562287 1.729472 0.4 -0.1 0.1
H -4.539771 -6.106924 3.143561 -0.1 0.0 -0.1
H -2.847696 -5.797398 2.973952 0.1 -0.2 -0.4
H -4.708635 -6.066792 0.856347 0.0 0.0 -0.1
C -0.033458 -6.661712 4.922182 -0.2 -0.3 0.3
C 0.181825 -6.744918 3.430424 0.1 0.2 0.3
O 0.765810 -8.003138 3.112399 0.0 0.0 0.0
H 0.913015 -6.593538 5.456511 0.0 0.2 0.0
H -0.521005 -7.545285 5.340949 -0.1 -0.1 -0.3
H -0.689901 -5.826673 5.173179 0.2 0.2 0.0
H 0.857532 -5.928792 3.151763 -0.1 0.0 -0.2
H -0.770126 -6.594853 2.908735 0.1 -0.2 -0.1
H 1.268789 -7.914033 2.299398 -0.1 0.0 0.0
C -6.894602 -2.789340 5.989111 -0.5 -0.5 -1.6
C -6.446753 -1.422088 6.463596 0.8 -0.8 0.8
O -7.570402 -0.574695 6.646217 0.2 0.0 -0.2
H -6.222864 -3.230025 5.237594 0.5 0.2 0.5
H -7.796384 -2.716331 5.365018 -0.2 0.3 0.5
H -7.069690 -3.557763 6.735714 0.0 0.3 0.4
H -5.656262 -1.025397 5.817282 -0.5 0.3 -0.3
H -5.917838 -1.582688 7.421557 -0.3 0.3 -0.2
H -7.255798 0.332306 6.685586 -0.1 0.0 0.1

=====

Record 2
10
Properties=species:S:1:pos:R:3:forces:R:3 method="wB97M-V/def2-TZVPD" lumo_energy_ha=-0.166 e_above_lowest_kj_mol=41.0 total_charge=+1
C 0.670799 0.305327 -0.167581 -2.9 0.4 3.5
N 1.408473 0.749225 -1.084419 2.1 2.6 -3.9
O -1.786099 -0.468632 0.708018 -2.8 -0.4 -1.3
S 1.044768 -1.043431 0.806741 1.1 -0.6 -0.4
H -0.242581 0.950198 0.121827 1.6 -1.4 -0.6
H 2.309386 0.344821 -1.502423 -1.8 0.5 1.2
H 1.109138 1.696797 -1.513969 0.8 -2.3 0.7
H -2.648770 0.002521 0.426979 1.9 -1.1 0.8
H -1.967086 -1.412159 0.432302 0.2 1.4 0.4
H 0.101972 -1.124666 1.772525 -0.3 0.8 -0.6

=====

Record 3
46
Properties=species:S:1:pos:R:3:forces:R:3 method="wB97M-V/def2-TZVPD" lumo_energy_ha="-0.561 / -0.561" e_above_lowest_kj_mol=0.0 total_charge=+4
Ti 0.802634 -0.335304 -0.448801 -0.4 -0.3 -0.1
N -0.320302 -0.578270 3.672750 0.1 -0.1 -0.1
C 0.130210 -0.982041 2.525426 0.0 0.0 0.0
N 0.431143 -0.115680 1.524441 0.0 -0.1 -0.1
C 0.393837 1.272967 1.806758 -0.2 0.2 0.1
N 0.958213 2.092143 0.961599 0.4 -0.1 -0.1
N 1.621354 1.365605 0.010649 -0.2 0.5 0.1
C 2.569845 1.843636 -0.730660 0.1 -0.1 -0.2
C 3.172597 0.855430 -1.611195 0.0 0.1 0.1
C 4.261894 1.084407 -2.415801 -0.1 -0.1 0.1
C 4.798938 0.002788 -3.143101 0.0 0.1 0.0
C 4.215742 -1.241539 -3.030008 -0.1 -0.1 0.0
C 3.099054 -1.403416 -2.206477 0.0 0.0 0.0
N 2.577281 -0.385744 -1.509404 0.1 0.1 -0.1
C -0.234666 1.730515 3.013270 0.0 0.0 0.1
C -0.437560 3.084786 3.303259 0.0 0.0 0.0
C -0.980174 3.438950 4.524364 0.0 0.0 0.0
C -1.312363 2.467164 5.471986 0.0 -0.1 0.0
C -1.107892 1.117145 5.215927 0.1 0.1 -0.2
C -0.573963 0.772857 3.986328 0.0 -0.1 0.0
H -0.505465 -1.280418 4.387646 0.0 0.0 0.0
H 0.267579 -2.046004 2.371576 0.0 0.0 0.0
H 2.883673 2.883417 -0.652664 0.0 0.0 0.0
H 4.701707 2.072927 -2.475622 0.0 0.0 0.0
H 5.665972 0.158472 -3.774696 0.0 0.0 0.0
H 4.600605 -2.103025 -3.560767 0.0 0.0 0.0
H 2.628068 -2.376878 -2.110010 0.0 0.0 0.0
H -0.172702 3.844021 2.580414 0.0 0.0 0.0
H -1.141385 4.483111 4.756398 0.0 0.0 0.0
H -1.728057 2.766525 6.425641 0.0 0.0 0.0
H -1.351858 0.363855 5.954545 0.0 0.0 0.0
C -4.166334 -2.104864 -3.154338 0.2 0.1 0.1
N -2.937425 -1.567805 -2.523131 -0.1 -0.1 0.0
C -2.534904 -0.164844 -2.580173 0.0 -0.2 0.0
C -1.285955 -0.254973 -1.786611 0.4 0.1 0.2
O -0.416822 0.671300 -1.473504 -0.2 0.0 0.0
N -1.018433 -1.457903 -1.340025 0.0 -0.2 -0.1
C -2.080825 -2.274685 -1.815789 0.2 0.1 0.1
N -2.148504 -3.556489 -1.559101 0.0 0.0 0.0
H -4.576896 -1.333726 -3.800224 0.0 0.0 0.0
H -4.890173 -2.360592 -2.381664 0.0 0.0 -0.1
H -3.904081 -2.966095 -3.767228 -0.1 0.0 0.0
H -3.269123 0.498918 -2.109875 0.0 0.1 -0.1
H -2.344088 0.171749 -3.605026 0.0 0.1 0.0
H -1.427396 -4.022693 -1.030909 0.0 0.0 0.0
H -2.912979 -4.129678 -1.896191 0.0 0.0 0.0

=====

Record 4
24
Properties=species:S:1:pos:R:3:forces:R:3 method="wB97M-V/def2-TZVPD" lumo_energy_ha="0.020 / -0.087" spin_multiplicity=3
C -2.650933 -1.706692 0.388884 -0.1 -0.5 -0.9
C 1.033510 1.201359 1.771108 -1.1 -1.4 -1.8
C -3.177766 -1.102034 -0.705583 0.1 -1.4 0.4
C 2.193252 2.149616 -0.363281 0.5 0.0 2.5
C 0.216928 0.287151 1.230693 0.6 1.4 1.3
C 2.242209 1.750377 1.136433 1.6 0.9 -0.6
C -1.294592 -1.615605 1.073549 0.8 1.1 -0.1
C 1.365290 -0.006807 -1.212015 4.2 4.9 2.6
C 0.760441 -0.612057 -2.253405 -2.1 -2.7 -4.5
N 1.709155 1.302252 -1.218566 -2.3 -5.1 -1.5
N -0.732894 -0.317672 0.831480 -1.2 1.2 0.1
S -2.432686 0.144014 -1.729621 -1.1 -1.3 -1.5
Br 2.204865 -1.352171 -0.044979 0.3 0.2 -0.2
H -3.292552 -2.428215 0.885403 -0.1 -0.1 -0.2
H 0.559058 1.696947 2.556328 -0.5 0.9 1.3
H -4.141054 -1.502259 -1.108487 0.8 0.6 0.6
H 2.424574 3.165547 -0.679799 0.2 -0.4 0.0
H 2.518471 2.705132 1.601429 0.0 -0.5 0.4
H 3.071765 1.014358 1.317723 -0.3 0.8 -0.5
H -1.475463 -1.705508 2.168061 0.4 -0.4 -0.6
H -0.363595 -2.150028 0.717381 -1.8 -1.2 0.3
H 0.554369 0.014585 -3.112053 -0.4 0.2 0.2
H -2.065703 0.768215 -0.693772 1.1 1.5 1.7
H 0.773360 -1.700495 -2.556908 0.1 1.4 1.1

=====

Record 5
50
Properties=species:S:1:pos:R:3:forces:R:3 method="wB97M-V/def2-TZVPD" lumo_energy_ha=-0.094 e_above_lowest_kj_mol=572.8 total_charge=+1
O 0.716185 0.448344 -3.157357 -1.2 3.1 -0.2
C 1.431695 -0.014711 -2.138052 -1.2 -0.4 0.8
C 2.006883 0.880401 -1.097182 2.9 2.7 0.6
N 2.089678 0.149840 0.198310 -0.9 0.3 0.1
C 2.465949 0.936420 1.434760 1.8 1.5 0.4
C 1.257723 1.211275 2.364362 0.4 -0.7 0.4
O 1.562379 -1.195959 -1.971986 0.3 -0.3 -0.5
H 0.327609 1.423212 -3.065903 1.6 -3.0 0.0
H 1.651472 1.927191 -0.852015 -0.4 -1.4 -0.8
H 3.116220 1.143630 -1.453585 -2.6 -1.0 0.8
H 2.839144 -0.546152 0.143541 -1.2 -0.5 -0.3
H 1.105878 -0.293667 0.354917 2.1 0.6 -0.4
H 3.434389 0.477943 1.876555 -2.1 0.2 -0.3
H 2.884517 1.948985 1.116805 -0.8 -1.2 0.1
H 1.539703 1.535613 3.383811 0.2 -0.1 -0.7
H 0.684094 2.007856 1.927752 -0.3 0.4 -0.2
H 0.562158 0.366089 2.506809 0.6 0.1 -0.3
H -2.883746 -0.134386 1.940350 -0.6 -0.2 0.2
H -1.857650 0.040262 3.181209 -0.9 0.8 -4.4
O -2.029030 0.254658 2.115856 1.0 -0.5 4.5
H -0.753842 -2.968264 1.321168 -0.1 -0.8 0.5
H -0.132719 -2.151078 0.323679 -0.1 1.6 -1.7
O -0.166113 -3.056970 0.559537 -0.4 -1.5 0.9
H -2.970502 -3.190534 2.078803 1.1 0.6 -0.3
H -2.698900 -3.260148 3.474967 1.8 0.9 -0.9
O -2.213692 -2.906540 2.653837 -3.0 -1.5 1.2
H 3.113287 3.566879 -1.123855 0.2 0.0 0.0
H 4.328148 2.753834 -1.581196 2.0 -0.2 0.5
O 3.478164 3.024422 -1.837481 -1.6 1.2 -0.7
H 0.073089 4.074768 -0.085912 1.2 0.5 -1.8
H 1.099243 4.412538 -1.363458 -1.0 0.6 -0.9
O 0.986758 4.093646 -0.486589 0.3 -1.1 2.5
H -2.363018 4.200290 -1.210702 -0.6 0.0 0.1
H -2.027989 3.067739 -0.114269 -0.2 0.8 -0.8
O -1.680018 3.770951 -0.702201 0.5 -0.9 0.8
H -1.227584 -0.737880 0.672157 -4.7 -1.4 6.7
H -1.256520 -0.229031 -0.597816 -1.5 1.0 -3.1
O -0.677117 -0.540215 0.046352 6.6 1.0 -3.8
H -2.960462 -0.930807 -1.809888 -0.5 -1.1 0.4
H -3.006902 0.534618 -2.120924 0.8 -0.7 -0.1
O -2.373322 -0.216869 -2.043373 -0.3 2.1 -0.4
H -1.570103 -4.315999 -1.684363 3.3 -4.6 2.0
H -1.645365 -3.411653 -2.899723 -0.1 -0.3 0.8
O -2.013829 -3.641154 -2.024776 -2.8 4.6 -3.0
H 2.815572 -2.600598 1.597158 -1.5 0.5 -0.6
H 1.297490 -2.455477 1.033454 0.2 -1.2 0.2
O 2.128762 -1.993432 1.216709 2.2 -0.7 1.3
H -2.706326 -2.562282 -0.468773 -1.9 0.5 -0.9
H -4.182138 -2.779828 -0.990543 -0.1 -0.7 -0.3
O -3.599290 -2.117751 -0.640946 1.7 0.3 1.5

=====

Record 6
16
Properties=species:S:1:pos:R:3:forces:R:3 method="wB97M-V/def2-TZVPD" lumo_energy_ha="-0.141 / -0.149" e_above_lowest_kj_mol=11.7 total_charge=+1 spin_multiplicity=2
O 2.554738 1.361211 3.359803 -0.9 0.4 0.4
C 2.447926 0.162673 2.792184 3.5 -0.5 -1.7
O 2.014984 -0.681268 3.722598 -0.5 -3.2 -0.1
K 1.237503 0.847094 5.598859 -0.2 0.2 0.4
O 2.958128 -0.177260 1.750328 -1.3 0.7 0.8
C 3.316386 2.386408 2.658301 0.1 0.1 -0.5
H 4.344210 2.023873 2.532681 -0.3 0.1 0.0
H 2.859920 2.494498 1.659709 0.2 0.0 0.2
C 3.244251 3.629378 3.448141 0.0 0.1 0.1
H 2.283444 3.977167 3.830944 0.3 0.0 -0.2
H 4.121819 4.268845 3.531248 -0.4 -0.2 0.0
C 3.425132 -3.263792 1.352521 0.6 -1.4 -1.7
C 3.153944 -3.637649 0.217086 0.4 1.6 1.4
H 2.195760 -1.643534 3.391689 -0.6 2.3 0.5
H 4.108671 -3.254873 2.190686 -0.7 0.2 0.0
H 3.008458 -3.589681 -0.851876 -0.3 -0.4 0.5

=====

Record 7
21
Properties=species:S:1:pos:R:3:forces:R:3 method="wB97M-V/def2-TZVPD" lumo_energy_ha="-0.202 / -0.210" e_above_lowest_kj_mol=1061.6 total_charge=+1
C -0.794904 1.516517 0.127874 -1.2 -2.1 -0.9
C -0.814124 0.350941 -0.531675 2.6 0.0 0.6
C -2.073558 2.246734 0.344213 -0.4 -0.7 3.8
C -1.040200 -2.098876 -0.053511 2.1 -0.1 0.0
C 3.702554 0.273288 -0.141343 1.9 -2.2 0.3
C -0.998742 -0.948924 -1.091567 -0.7 0.0 0.0
N 0.319824 2.102447 0.562195 0.2 0.4 0.6
N 1.432232 0.225043 -0.155559 -4.7 -0.4 -0.7
O 1.428906 1.450518 0.354840 3.5 -0.4 -0.3
O 2.523171 -0.340160 -0.638521 -1.5 1.4 1.1
H -1.813967 3.145852 0.852890 0.4 1.6 -0.8
H -2.671745 2.259324 -0.500020 -1.1 0.6 -1.5
H -2.704870 1.922321 1.252639 0.9 -0.8 -1.5
H -1.683736 -2.957726 -0.385042 0.8 0.9 0.5
H -1.355278 -1.599614 0.862999 -0.4 -0.7 0.2
H 0.076106 -2.398317 0.135577 -2.2 0.1 -0.4
H 3.765382 0.147883 0.967559 0.0 0.2 -0.9
H 3.701781 1.273817 -0.473420 0.5 1.2 -0.2
H 4.438299 -0.390600 -0.662469 0.0 1.1 0.7
H -2.017749 -0.820304 -1.508210 0.1 -0.1 -0.4
H -0.280693 -1.062209 -1.916931 -0.5 -0.1 0.0

=====

Record 8
15
Properties=species:S:1:pos:R:3:forces:R:3 method="wB97M-V/def2-TZVPD" lumo_energy_ha=0.013 e_above_lowest_kj_mol=436.9
C -0.979516 1.385910 0.050187 -0.1 0.0 0.0
C -0.140862 0.137365 0.270299 -0.1 0.1 0.1
C -0.959418 -1.134525 0.362385 0.0 -0.1 0.0
N 0.913193 0.143432 -0.802151 0.3 0.1 0.0
C 1.049745 0.417338 1.113142 -0.1 -0.2 -0.1
C 1.926134 -0.716825 -1.016666 0.7 -0.6 -0.1
N 2.860301 -1.373813 -1.225259 -1.0 0.4 0.1
H -1.588696 1.552749 0.942388 0.0 -0.1 -0.1
H -1.637732 1.305761 -0.821420 0.1 0.0 0.1
H -0.318345 2.253380 -0.047528 -0.1 -0.1 0.0
H -1.716326 -1.183642 -0.427834 0.1 0.0 0.1
H -0.332837 -2.030091 0.313733 0.0 0.1 0.0
H -1.479098 -1.137611 1.327284 0.1 0.0 -0.1
H 0.932530 0.968203 -1.388151 0.1 0.0 0.2
H 1.470931 -0.587630 1.349596 0.0 0.3 -0.2

=====

no.,total energy (eV)
1,-44031.50216
2,-15499.47666
3,-56002.17506
4,-93361.40740
5,-32767.35339
6,-27756.70264
7,-13459.13040
8,-8290.46822